{
  "formula": "C9H24O3",
  "method": "the ωB97M-V functional and the def2-TZVPD basis",
  "e_above_lowest_ev": 1.403,
  "gap_ev": 10.69,
  "homo_energy_ev": -9.85,
  "smiles": "CC(C)O.CC(C)O.CC(C)O",
  "lumo_ev": 0.8,
  "max_force_ha_per_bohr": 0.062,
  "elements": ["C", "C", "C", "O", "H", "H", "H", "H", "H", "H", "H", "H", "C", "C", "C", "O", "H", "H", "H", "H", "H", "H", "H", "H", "C", "C", "C", "O", "H", "H", "H", "H", "H", "H", "H", "H"],
  "xyz": [[0.848634, 1.881386, -0.432004], [0.244324, 0.617106, 0.060596], [-1.161316, 0.770586, 0.591686], [0.230074, -0.339364, -0.987644], [1.877584, 1.751156, -0.767284], [0.944304, 2.676416, 0.307496], [0.258954, 2.438176, -1.160274], [0.839754, 0.120646, 0.826816], [-1.424046, -0.202954, 1.005576], [-1.887136, 0.947606, -0.201994], [-1.334286, 1.541476, 1.342626], [0.245374, 0.177086, -1.796734], [1.418974, 1.101916, -4.409624], [0.162084, 0.059656, -4.490634], [0.535504, -1.337104, -4.125184], [-0.821586, 0.530526, -3.663734], [1.236174, 2.171276, -4.515254], [2.255594, 0.711746, -4.989224], [1.645364, 1.048406, -3.344744], [-0.282466, 0.152786, -5.481494], [1.082384, -1.348694, -3.182384], [1.166664, -1.767554, -4.902644], [-0.353566, -1.967644, -4.134184], [-1.659896, 0.088136, -3.815874], [-0.440976, 0.312446, 4.392506], [-0.477526, -1.199524, 4.776766], [-1.204376, -2.077074, 3.766266], [0.811014, -1.729294, 4.645336], [-1.446076, 0.635956, 4.121926], [0.287124, 0.690686, 3.674936], [-0.171426, 0.916896, 5.258586], [-0.752816, -1.376984, 5.816396], [-2.240036, -1.761054, 3.641136], [-1.105626, -3.056734, 4.233826], [-0.698976, -2.052344, 2.800826], [1.372234, -1.125754, 5.137626]],
  "forces_ev_per_angstrom": [[0.8874, 1.7074, 0.3833], [-0.3592, -0.4074, 0.2015], [-0.7280, -0.4515, 0.1034], [0.1726, -0.1729, -0.2090], [-0.0865, -0.2063, -0.3961], [-0.0502, -0.2950, 0.7269], [-0.1758, -0.6441, -0.6029], [0.2750, 0.4427, 0.2765], [-0.2316, 0.0607, 0.2296], [0.1725, 0.1303, -0.2795], [0.3943, -0.0040, 0.1303], [-0.4238, -0.1751, -0.4237], [-1.5368, -1.8370, 1.2222], [1.5751, 1.9716, -1.9590], [0.6507, -0.4420, -0.7645], [-1.2126, 1.4176, 2.1236], [-0.4620, -0.2569, -0.8317], [-0.0673, 0.2702, 0.0015], [0.6267, -0.1942, 0.1535], [0.5185, -0.4999, -0.6208], [-0.2701, -0.2782, 0.0917], [0.2854, 0.0163, 0.0142], [-0.0453, -0.0006, 0.4749], [0.0824, -0.1608, -0.0168], [-0.7109, 0.0968, 1.2426], [0.5815, 0.8316, -2.0267], [-0.6230, 0.4138, 0.9710], [1.7617, -0.0069, 0.5226], [0.0288, 0.1198, -0.2022], [-0.0954, -0.9355, -0.5900], [-0.1468, -0.0568, 0.4583], [-0.8243, 0.3353, -0.0415], [-0.1173, -0.3163, 0.0254], [-0.4483, -0.3121, -0.5862], [0.0693, 0.0409, 0.1542], [0.5333, -0.2017, 0.0433]]
}